(1)
Formula: C38H53F10N6O5PRuS2
Source: the Open Molecules 2025 dataset
Level of theory: wB97M-V/def2-TZVPD

Positions of all 116 atoms, in Å:
Ru -0.478 -0.066 -0.514
N -0.128 -2.048 0.991
C -0.847 -3.291 0.732
C -0.275 -4.451 1.560
C -0.667 -5.881 1.167
C -0.409 -6.183 -0.316
N -1.510 -5.728 -1.154
C -1.308 -5.275 -2.343
N -0.084 -5.000 -2.904
N -2.396 -5.083 -3.166
C -2.338 -3.099 0.985
O -3.147 -4.040 0.524
O -2.763 -2.178 1.652
H 0.846 -2.183 0.739
H -0.227 -1.776 1.962
H -0.647 -3.496 -0.314
H -0.477 -4.267 2.621
H 0.809 -4.383 1.421
H -1.709 -6.104 1.404
H -0.049 -6.555 1.766
H -0.311 -7.265 -0.453
H 0.560 -5.743 -0.583
H -2.641 -4.700 -0.059
H 0.565 -4.578 -2.243
H -0.140 -4.410 -3.722
H -3.274 -5.122 -2.670
H -2.338 -4.274 -3.766
F -2.388 6.488 -5.918
C -2.034 5.506 -5.073
C -2.785 5.254 -3.942
F -3.873 5.998 -3.681
C -2.411 4.241 -3.081
F -3.167 4.043 -1.986
C -1.295 3.440 -3.301
S -0.859 2.189 -2.152
C -0.563 3.714 -4.456
F 0.513 2.992 -4.759
C -0.918 4.731 -5.325
F -0.187 4.967 -6.425
O 1.417 -3.043 -1.034
C 1.741 -2.013 -1.679
N 1.159 -0.752 -1.520
C 1.836 0.170 -2.332
O 1.575 1.410 -2.468
C 2.901 -0.518 -2.994
C 3.902 -0.078 -3.873
C 4.810 -0.996 -4.348
C 4.737 -2.363 -3.959
C 3.760 -2.799 -3.094
C 2.830 -1.873 -2.606
H 3.946 0.964 -4.170
H 5.596 -0.680 -5.025
H 5.463 -3.064 -4.353
H 3.701 -3.841 -2.796
C 0.838 4.021 0.667
C 2.045 3.298 1.289
C 2.648 4.179 2.388
C 3.064 3.146 0.145
P 1.499 1.567 1.824
N 0.622 0.868 0.751
C 3.040 0.510 2.152
C 2.621 -0.734 2.949
C 3.540 -0.020 0.794
C 4.186 1.184 2.912
C 0.510 1.715 3.440
C -0.506 2.846 3.240
C -0.325 0.436 3.621
C 1.318 1.990 4.713
H 1.209 4.816 0.013
H 0.192 4.485 1.409
H 0.246 3.343 0.056
H 3.002 5.102 1.917
H 3.498 3.722 2.889
H 1.917 4.466 3.142
H 3.240 4.140 -0.277
H 2.673 2.512 -0.654
H 4.025 2.764 0.480
H 1.753 -1.212 2.503
H 2.407 -0.519 3.994
H 3.446 -1.452 2.923
H 2.717 -0.432 0.209
H 4.266 -0.818 0.976
H 4.025 0.737 0.185
H 3.873 1.580 3.878
H 4.652 1.987 2.346
H 4.960 0.432 3.101
H -0.984 2.752 2.265
H -0.059 3.835 3.322
H -1.274 2.769 4.018
H -0.837 0.175 2.693
H -1.085 0.625 4.388
H 0.269 -0.412 3.956
H 1.962 2.862 4.624
H 1.934 1.141 5.003
H 0.620 2.179 5.536
O -2.280 0.797 0.516
S -3.662 1.367 0.305
C -4.798 0.032 0.804
C -5.601 0.519 2.004
C -4.640 1.381 2.819
C -4.009 2.325 1.805
H -4.119 -0.788 1.060
H -5.399 -0.257 -0.055
H -5.990 -0.326 2.574
H -6.453 1.123 1.681
H -3.867 0.754 3.270
H -5.145 1.930 3.615
H -3.066 2.762 2.116
H -4.693 3.122 1.503
F -1.486 -2.493 -1.882
C -1.597 -1.111 -2.054
F -1.048 -0.866 -3.300
C -3.110 -0.968 -2.321
F -3.503 0.310 -2.422
F -3.821 -1.525 -1.325
F -3.484 -1.583 -3.458

Max |F| = 1.280 eV/A
ΔE to the lowest compared entry with this formula, charge and spin = 1.011 eV
Kohn-Sham gap (alpha / beta) = 4.4 / 6.4 eV
Spin multiplicity = 6
LUMO energy (alpha / beta) = 2.05 / 1.04 eV
Energy = -120161.5749 eV
Net charge = -1

(2)
Formula: C33H25IIrNO5PS
Source: the Open Molecules 2025 dataset
Level of theory: wB97M-V/def2-TZVPD

Positions of all 68 atoms, in Å:
Ir 0.794 -0.342 0.860
O 2.392 1.486 2.521
N 1.068 1.174 2.229
C 0.270 2.029 2.747
C -1.188 2.004 2.710
C -1.814 2.695 3.746
C -3.196 2.673 3.872
C -3.963 1.981 2.952
C -3.357 1.309 1.895
C -1.976 1.314 1.763
P -1.233 0.561 0.305
C -2.405 -0.552 -0.459
C -3.088 -0.179 -1.618
C -4.022 -1.044 -2.167
C -4.272 -2.270 -1.566
C -3.601 -2.637 -0.405
C -2.667 -1.782 0.149
C -0.803 1.866 -0.856
C -0.188 1.483 -2.055
C 0.161 2.444 -2.987
C -0.088 3.786 -2.723
C -0.692 4.169 -1.533
C -1.050 3.213 -0.594
H 2.813 0.647 2.766
H 0.742 2.782 3.372
H -1.215 3.238 4.466
H -3.668 3.201 4.689
H -5.040 1.968 3.043
H -3.968 0.785 1.172
H -2.895 0.775 -2.090
H -4.555 -0.759 -3.063
H -4.998 -2.943 -2.002
H -3.806 -3.590 0.064
H -2.159 -2.064 1.066
H -0.014 0.433 -2.269
H 0.616 2.148 -3.923
H 0.181 4.537 -3.453
H -0.898 5.213 -1.342
H -1.540 3.517 0.322
O 5.534 4.019 -4.214
C 5.251 2.726 -4.417
O 5.415 2.200 -5.475
C 4.678 1.952 -3.256
C 3.736 2.510 -2.390
C 3.179 1.743 -1.392
C 3.582 0.403 -1.240
S 3.021 -0.588 0.035
C 4.533 -0.156 -2.117
C 5.058 0.616 -3.128
H 5.479 4.264 -3.282
H 3.423 3.540 -2.514
H 2.442 2.157 -0.717
H 4.825 -1.191 -1.997
H 5.764 0.202 -3.836
I -0.772 -8.692 3.006
C -0.379 -6.723 2.486
C 0.026 -6.423 1.185
C 0.278 -5.113 0.835
C 0.135 -4.102 1.792
C -0.264 -4.407 3.097
C -0.525 -5.717 3.442
C 0.390 -2.729 1.418
O 0.562 -2.341 0.209
O 0.428 -1.768 2.304
H 0.142 -7.213 0.457
H 0.589 -4.863 -0.170
H -0.370 -3.618 3.829
H -0.838 -5.963 4.446

Max |F| = 1.551 eV/A
ΔE to the lowest compared entry with this formula, charge and spin = 1.632 eV
Kohn-Sham gap (alpha / beta) = 5.1 / 4.6 eV
Spin multiplicity = 2
LUMO energy (alpha / beta) = -8.02 / -8.54 eV
Energy = -77402.1943 eV
Net charge = +2

(3)
Formula: C29H34HfN10O3S
Source: the Open Molecules 2025 dataset
Level of theory: wB97M-V/def2-TZVPD

Positions of all 78 atoms, in Å:
Hf 0.338 -0.297 -0.322
C 6.083 0.845 0.950
C 5.398 1.723 1.780
C 4.018 1.836 1.709
C 3.288 1.087 0.783
C 3.976 0.162 0.001
C 5.357 0.055 0.072
N 1.866 1.123 0.737
C 1.187 2.231 1.026
C 1.692 3.581 0.992
C 0.930 4.619 1.405
C -0.408 4.442 1.903
C -0.968 3.214 1.873
C -0.217 2.108 1.374
N -0.731 0.874 1.222
N -1.905 0.560 1.624
C -2.164 -0.813 1.477
C -3.419 -1.267 1.850
C -3.661 -2.629 1.826
C -2.653 -3.490 1.417
C -1.448 -2.945 1.014
N -1.190 -1.635 1.052
H 7.161 0.770 1.000
H 5.939 2.320 2.503
H 3.510 2.484 2.410
H 3.443 -0.467 -0.697
H 5.866 -0.650 -0.574
H 2.678 3.751 0.586
H 1.333 5.622 1.344
H -0.956 5.295 2.280
H -1.979 3.033 2.212
H -4.155 -0.551 2.187
H -4.625 -3.017 2.129
H -2.799 -4.560 1.373
H -0.651 -3.576 0.636
N 3.073 1.903 -3.104
C 2.129 1.053 -2.657
S 0.644 1.759 -2.013
N 2.374 -0.227 -2.763
N 1.353 -0.962 -2.189
C 1.161 -2.157 -2.593
C -0.085 -2.867 -2.274
C -0.193 -4.225 -2.594
C -1.410 -4.875 -2.563
C -2.561 -4.144 -2.264
C -2.480 -2.802 -1.949
C -1.248 -2.157 -1.897
O -1.181 -0.866 -1.513
H 2.850 2.875 -3.215
H 3.860 1.522 -3.605
H 1.851 -2.589 -3.316
H 0.699 -4.757 -2.902
H -1.476 -5.925 -2.810
H -3.528 -4.631 -2.286
H -3.367 -2.227 -1.710
N -5.813 3.687 -1.557
C -4.435 3.179 -1.962
C -3.784 2.405 -0.821
N -2.457 1.952 -1.155
H -6.270 4.197 -2.315
H -5.750 4.317 -0.755
H -6.428 2.915 -1.290
H -3.854 4.057 -2.236
H -4.581 2.562 -2.847
H -4.400 1.540 -0.557
H -3.727 3.041 0.069
H -1.834 2.719 -1.382
H -2.426 1.272 -1.906
N 2.613 -2.991 3.650
C 2.535 -3.182 2.158
C 1.714 -2.020 1.614
O 1.320 -1.165 2.403
O 1.543 -2.013 0.346
H 2.106 -3.705 4.170
H 2.137 -2.064 3.784
H 3.570 -2.955 3.996
H 2.084 -4.140 1.915
H 3.539 -3.146 1.742

Max |F| = 0.949 eV/A
ΔE to the lowest compared entry with this formula, charge and spin = 1.821 eV
Kohn-Sham gap (alpha / beta) = 5.5 / 5.8 eV
LUMO energy (alpha / beta) = -5.78 / -5.58 eV
Energy = -63800.9561 eV
Net charge = +2

(4)
Formula: C28H26ClN3NiOSe
Source: the Open Molecules 2025 dataset
Level of theory: wB97M-V/def2-TZVPD

Positions of all 61 atoms, in Å:
Ni 0.451 1.379 1.109
Cl 2.437 5.990 6.372
C 1.677 5.052 5.110
C 0.534 5.563 4.467
C -0.072 4.850 3.475
C 0.412 3.573 3.042
O -0.177 2.970 2.088
C 1.564 3.065 3.735
C 2.146 1.793 3.460
N 1.699 0.930 2.607
C 2.308 -0.325 2.464
C 3.123 -0.947 3.379
C 3.666 -2.221 3.116
C 3.380 -2.886 1.958
C 2.508 -2.301 1.010
C 2.121 -2.944 -0.189
C 1.248 -2.324 -1.030
C 0.753 -1.051 -0.682
N 1.092 -0.418 0.412
C 1.971 -1.024 1.265
C 2.174 3.838 4.751
H 0.144 6.527 4.768
H -0.951 5.234 2.973
H 3.048 1.558 4.032
H 3.342 -0.470 4.324
H 4.313 -2.677 3.854
H 3.796 -3.866 1.761
H 2.519 -3.927 -0.414
H 0.907 -2.785 -1.948
H 0.031 -0.571 -1.332
H 3.050 3.444 5.255
C -0.806 -5.450 -3.957
C -1.266 -4.117 -3.438
C -2.099 -4.027 -2.330
C -2.548 -2.806 -1.845
C -3.433 -2.780 -0.631
C -2.142 -1.624 -2.501
Se -2.693 0.049 -1.851
C -1.282 -1.695 -3.623
C -0.810 -0.465 -4.347
C -0.867 -2.940 -4.068
H -1.067 -6.254 -3.271
H 0.275 -5.461 -4.108
H -1.270 -5.663 -4.922
H -2.410 -4.935 -1.825
H -3.657 -3.794 -0.303
H -4.369 -2.263 -0.838
H -2.952 -2.246 0.189
H -0.418 0.282 -3.658
H -1.638 0.006 -4.881
H -0.034 -0.722 -5.067
H -0.209 -2.996 -4.928
C -3.099 3.899 -1.865
C -1.753 4.322 -1.270
C -0.943 3.168 -0.898
N -0.336 2.248 -0.584
H -3.687 4.782 -2.111
H -3.659 3.297 -1.152
H -2.956 3.310 -2.770
H -1.897 4.911 -0.363
H -1.185 4.932 -1.973

Max |F| = 2.018 eV/A
ΔE to the lowest compared entry with this formula, charge and spin = 0.799 eV
Kohn-Sham gap (alpha / beta) = 4.0 / 4.0 eV
LUMO energy (alpha / beta) = -1.54 / -1.54 eV
Energy = -154887.8556 eV
Net charge = 0

(5)
Formula: C4H6O2
Source: the Open Molecules 2025 dataset
Level of theory: wB97M-V/def2-TZVPD

Positions of all 12 atoms, in Å:
O 0.248 0.425 -2.198
C -0.513 0.758 -1.193
C 0.711 -0.077 1.745
C 1.234 -1.005 0.951
C -1.720 0.214 -0.777
O -2.429 0.825 -1.605
H 0.750 1.235 -2.397
H 0.622 -0.229 2.818
H 0.353 0.872 1.349
H 1.594 -1.955 1.336
H 1.330 -0.850 -0.122
H -2.053 -0.329 0.133

Max |F| = 1.761 eV/A
ΔE to the lowest compared entry with this formula, charge and spin = 5.200 eV
Kohn-Sham gap = 9.1 eV
LUMO energy = 0.37 eV
Energy = -8335.2614 eV
Net charge = 0

(6)
Formula: C4H6N4O3PS
Source: the Open Molecules 2025 dataset
Level of theory: wB97M-V/def2-TZVPD

Positions of all 19 atoms, in Å:
C -1.940 0.786 1.003
C 2.792 0.349 0.449
C 1.527 0.473 -0.456
C -1.888 -1.058 -0.634
N -2.701 1.239 -1.002
N -2.141 2.045 0.941
N -2.592 2.289 -0.285
N -2.249 0.191 -0.272
O -0.090 -2.698 0.487
O -2.055 -1.549 -1.746
O 1.413 -0.584 -1.339
P -1.456 -2.177 0.855
S -1.236 -0.227 2.127
H 2.796 1.169 1.103
H 2.723 -0.579 1.092
H 3.638 0.189 -0.279
H 1.711 1.251 -1.112
H 0.484 0.299 -0.019
H 1.265 -1.408 -0.915

Max |F| = 4.798 eV/A
ΔE to the lowest compared entry with this formula, charge and spin = 0.999 eV
Kohn-Sham gap = 8.0 eV
LUMO energy = 3.14 eV
Energy = -36472.5396 eV
Net charge = -1

(7)
Formula: C7H14O
Source: the Open Molecules 2025 dataset
Level of theory: wB97M-V/def2-TZVPD

Positions of all 22 atoms, in Å:
C -2.696 -0.264 0.349
C -2.238 -0.594 -0.857
C -1.028 -0.085 -1.540
C -0.947 0.952 -2.365
C 0.239 -0.789 -1.099
C 0.929 -0.148 0.165
C 0.588 1.293 0.494
H -2.456 0.679 0.815
H -3.473 -0.936 0.700
H -2.730 -1.452 -1.321
H -0.002 1.377 -2.704
H -1.841 1.502 -2.639
H 0.161 -1.851 -0.907
H 0.970 -0.648 -1.890
H 2.009 -0.285 0.045
H 0.617 -0.823 0.967
H 0.713 1.946 -0.372
H 1.362 1.643 1.178
H -0.414 1.476 0.866
O 3.197 -1.118 3.690
H 4.149 -1.162 3.554
H 2.890 -0.711 2.869

Max |F| = 1.689 eV/A
ΔE to the lowest compared entry with this formula, charge and spin = 2.037 eV
Kohn-Sham gap = 10.3 eV
LUMO energy = 0.77 eV
Energy = -9531.7296 eV
Net charge = 0

(8)
Formula: C4H13NO2
Source: the Open Molecules 2025 dataset
Level of theory: wB97M-V/def2-TZVPD

Positions of all 20 atoms, in Å:
C -1.064 0.390 -1.634
C 0.263 0.377 -1.106
C 1.336 -0.039 -1.946
N 0.409 0.421 0.311
C 1.797 0.857 0.809
H -1.517 0.810 -2.447
H -1.858 0.392 -0.883
H 1.219 -0.741 -2.765
H 2.072 -0.429 -1.342
H 1.928 0.765 -2.486
H -0.330 0.883 0.898
H 2.165 1.761 0.172
H 2.366 0.058 0.510
H 1.948 1.081 1.843
O -2.915 -0.241 1.071
H -3.130 -0.616 0.355
H -2.519 -0.793 1.709
O -1.132 -1.781 2.370
H -0.486 -1.609 3.030
H -0.552 -1.549 1.533

Max |F| = 9.826 eV/A
ΔE to the lowest compared entry with this formula, charge and spin = 3.489 eV
Kohn-Sham gap = 8.2 eV
LUMO energy = 0.57 eV
Energy = -9940.7072 eV
Net charge = 0

(9)
Formula: C5H8N2
Source: the Open Molecules 2025 dataset
Level of theory: wB97M-V/def2-TZVPD

Positions of all 15 atoms, in Å:
C -2.295 -0.207 0.115
C -0.854 0.090 -0.114
C -0.348 1.323 -0.437
N 0.997 1.376 -0.463
C 1.472 -0.319 -0.187
N 2.539 -0.886 0.497
C 0.212 -0.816 -0.033
H -2.792 -0.563 -0.792
H -2.413 -0.968 0.893
H -2.814 0.694 0.460
H -1.001 2.163 -0.703
H 1.297 2.270 -0.890
H 2.511 -0.932 1.509
H 3.357 -1.329 0.099
H 0.131 -1.896 0.049

Max |F| = 1.633 eV/A
ΔE to the lowest compared entry with this formula, charge and spin = 2.414 eV
Kohn-Sham gap = 8.4 eV
LUMO energy = 0.99 eV
Energy = -8292.5821 eV
Net charge = 0

(10)
Formula: C6H10N2O3
Source: the Open Molecules 2025 dataset
Level of theory: wB97M-V/def2-TZVPD

Positions of all 21 atoms, in Å:
C 1.254 -1.101 0.125
C -0.317 1.494 -0.025
C 1.430 -1.921 -0.811
C 1.823 0.122 0.702
C -1.077 -0.551 1.068
C -2.471 0.467 -0.757
N 0.922 1.317 0.432
N -1.372 0.560 0.284
O -0.672 2.482 -0.600
O 3.058 0.428 0.167
O -1.773 -1.724 0.801
H 0.602 -2.576 -1.019
H 2.351 -1.943 -1.524
H 1.806 0.058 1.761
H -0.584 -0.263 2.009
H -3.003 1.408 -0.786
H -2.085 0.461 -1.808
H -3.122 -0.381 -0.469
H 1.547 2.074 0.286
H 3.449 1.321 0.371
H -1.767 -1.732 -0.208

Max |F| = 5.709 eV/A
ΔE to the lowest compared entry with this formula, charge and spin = 6.183 eV
Kohn-Sham gap (alpha / beta) = 8.0 / 7.2 eV
LUMO energy (alpha / beta) = 0.46 / 0.24 eV
Energy = -15501.8238 eV
Net charge = 0

(11)
Formula: C9H25ClFeIN2OP2S
Source: the Open Molecules 2025 dataset
Level of theory: wB97M-V/def2-TZVPD

Positions of all 43 atoms, in Å:
C 0.007 0.977 -4.962
C 0.011 1.330 -3.591
H 0.013 1.897 -5.592
H -0.901 0.379 -5.168
H 0.907 0.367 -5.169
O 0.013 1.764 -2.508
I -0.017 -1.892 -2.424
Fe -0.007 -0.596 -0.393
P 2.434 -0.103 -0.074
C 3.114 1.263 0.935
C 3.178 -1.497 0.858
H 4.275 -1.393 0.842
H 4.469 -0.144 -1.366
H 2.883 -2.455 0.411
H 3.093 -0.925 -2.245
H 2.826 1.154 1.989
H 2.826 -1.468 1.899
C 3.399 -0.071 -1.623
H 4.212 1.274 0.888
H 3.199 0.865 -2.167
H 2.752 2.237 0.594
P -2.435 -0.067 -0.072
C -3.094 1.312 0.935
C -3.400 -0.027 -1.619
H -2.918 -2.413 0.422
H -4.292 -1.327 0.850
H -2.844 -1.422 1.906
C -3.197 -1.449 0.866
H -3.109 -0.886 -2.240
H -4.471 -0.083 -1.360
H -4.192 1.340 0.887
H -2.715 2.279 0.593
H -3.188 0.906 -2.167
H -2.810 1.200 1.990
Cl -0.018 -2.630 0.626
N 0.001 0.968 4.104
C 0.000 0.222 2.986
N -0.007 -1.098 3.159
S 0.008 0.972 1.433
H -0.004 0.454 4.977
H 0.009 1.982 4.144
H -0.006 -1.740 2.335
H -0.008 -1.456 4.114

Max |F| = 5.748 eV/A
ΔE to the lowest compared entry with this formula, charge and spin = 0.254 eV
Kohn-Sham gap (alpha / beta) = 5.9 / 6.4 eV
Spin multiplicity = 6
LUMO energy (alpha / beta) = -7.88 / -8.00 eV
Energy = -99176.0053 eV
Net charge = +2

(12)
Formula: C2H4N2O2
Source: the Open Molecules 2025 dataset
Level of theory: wB97M-V/def2-TZVPD

Positions of all 10 atoms, in Å:
N 1.744 0.263 0.667
N 1.475 -0.670 -0.294
C 0.665 -1.554 -0.423
O 0.044 -2.448 -0.833
H 2.437 0.940 0.335
H 0.974 0.797 0.879
C -1.745 -0.053 -0.367
O -1.097 0.686 0.394
H -2.672 -0.348 -0.005
H -1.225 -0.491 -1.232

Max |F| = 4.710 eV/A
ΔE to the lowest compared entry with this formula, charge and spin = 3.842 eV
Kohn-Sham gap = 9.3 eV
LUMO energy = 0.27 eV
Energy = -9211.3811 eV
Net charge = 0

> Which of these has the lowest max |F|?

C29H34HfN10O3S

> energy of number 6 (C4H6N4O3PS)?

-36472.5396 eV